Model A:
Here is a cluster of 3 separate species, C4H12O3 in total from OMol25. Energies are from ωB97M-V/def2-TZVPD.

As for the structure (SMILES): CC(C)C=O.O.O. The LUMO energy is 0.03188 Eh. Its spin multiplicity is 1. The value obtained for the HOMO-LUMO gap is 11.232 eV.

Each line ends with the Löwdin charge.
Geometry (Å):
C1 1.85 -0.16 2.17  -0.048
C2 0.69 -0.52 1.19  -0.375
C3 -0.55 -1.09 1.92  -0.052
C4 1.09 -1.47 0.10  -0.231
O1 0.92 -1.21 -1.07  0.055
H1 1.36 0.17 3.08  0.074
H2 2.47 0.64 1.76  0.075
H3 2.49 -1.03 2.32  0.075
H4 0.39 0.39 0.69  0.129
H5 -1.37 -0.37 1.85  0.080
H6 -0.44 -1.33 2.97  0.076
H7 -0.86 -2.01 1.42  0.077
H8 1.52 -2.43 0.45  0.142
O2 -2.39 3.35 -4.05  -0.057
H9 -2.55 3.17 -3.09  0.054
H10 -3.05 2.89 -4.52  -0.002
O3 -0.81 0.62 -2.29  -0.083
H11 -0.52 0.33 -3.16  0.032
H12 -0.24 0.06 -1.73  -0.021

=====

Model B:
Here is a cluster of 3 separate species, C4H12O3 in total from OMol25. Energies are from ωB97M-V/def2-TZVPD.

As for the structure (SMILES): C/C=C/CO.O.O. The LUMO energy is 0.02775 Eh. Its spin multiplicity is 1. The value obtained for the HOMO-LUMO gap is 10.344 eV.

Each line ends with the Löwdin charge.
Geometry (Å):
C1 2.03 1.73 0.23  -0.101
C2 0.73 1.04 0.51  -0.164
C3 -0.48 1.58 0.67  -0.111
C4 -1.66 0.79 1.14  -0.245
O1 -2.47 0.32 0.04  -0.077
H1 2.39 2.38 1.04  0.076
H2 2.81 0.97 0.28  0.064
H3 2.08 2.17 -0.77  0.076
H4 0.76 -0.06 0.51  0.108
H5 -0.65 2.62 0.44  0.108
H6 -2.26 1.40 1.81  0.114
H7 -1.37 -0.17 1.58  0.119
H8 -3.15 0.94 -0.16  0.058
O2 1.30 -3.92 -0.17  -0.069
H9 0.55 -4.49 0.10  0.041
H10 1.12 -3.98 -1.10  0.020
O3 -0.39 -1.42 -2.23  -0.057
H11 -1.34 -1.29 -2.03  0.041
H12 -0.03 -0.61 -1.89  -0.003

=====

Model C:
Here is a cluster of 2 separate species, C4H12O3 in total from OMol25. Energies are from ωB97M-V/def2-TZVPD.

As for the structure (SMILES): OCCCCO.O. The LUMO energy is 0.01277 Eh. Its spin multiplicity is 1. The value obtained for the HOMO-LUMO gap is 10.092 eV.

Each line ends with the Löwdin charge.
Geometry (Å):
O1 3.35 -1.85 0.20  -0.079
C1 2.68 -0.58 0.26  -0.286
C2 1.21 -0.72 0.46  -0.240
C3 0.44 0.52 0.31  -0.241
C4 -1.05 0.40 0.47  -0.245
O2 -1.52 -0.30 -0.72  -0.116
H1 3.45 -2.18 1.12  0.094
H2 2.95 -0.08 -0.69  0.128
H3 3.00 0.07 1.09  0.120
H4 0.82 -1.49 -0.25  0.131
H5 1.07 -1.11 1.48  0.129
H6 0.84 1.24 1.06  0.124
H7 0.52 0.99 -0.69  0.131
H8 -1.50 1.39 0.28  0.109
H9 -1.42 0.05 1.45  0.120
H10 -2.25 0.14 -1.20  0.032
O3 -3.86 0.97 -1.46  -0.063
H11 -4.08 1.90 -1.23  0.074
H12 -4.64 0.63 -1.94  0.076

=====

Of them, the most stable is model A and the least stable is model B.

=====

Model A:
Here is a cluster of 4 separate species, C4H12O3 in total from OMol25. Energies are from ωB97M-V/def2-TZVPD.

The LUMO energy is -0.12826 Eh. Its spin multiplicity is 1. The value obtained for the HOMO-LUMO gap is 4.324 eV.

Each line ends with the Löwdin charge.
Geometry (Å):
C1 1.41 -0.15 2.02  -0.045
C2 1.95 -0.10 -1.82  0.178
O1 -1.70 -0.33 -1.90  -0.246
C3 1.30 -0.19 -0.61  -0.099
C4 1.95 0.11 0.64  0.067
H1 2.25 -0.39 2.63  0.070
H2 0.64 -0.95 1.91  0.115
H3 0.88 0.73 2.48  0.128
H4 1.45 -0.30 -2.74  0.081
H5 2.95 0.38 -2.00  0.104
H6 -2.20 -0.46 -2.78  0.026
H7 0.44 -0.85 -0.67  0.109
H8 2.95 0.51 0.58  0.117
H9 -1.32 1.47 0.50  -0.019
H10 -2.09 0.34 0.97  0.020
O2 -1.21 0.96 1.29  -0.204
H11 -4.02 -0.31 0.48  -0.062
H12 -2.47 -0.31 -1.11  -0.005
O3 -3.17 -0.15 0.14  -0.334

=====

Model B:
Here is a cluster of 3 separate species, C4H12O3 in total from OMol25. Energies are from ωB97M-V/def2-TZVPD.

As for the structure (SMILES): CC(C)C=O.O.O. The LUMO energy is 0.02683 Eh. Its spin multiplicity is 1. The value obtained for the HOMO-LUMO gap is 10.558 eV.

Each line ends with the Löwdin charge.
Geometry (Å):
C1 1.94 1.42 -0.54  -0.092
C2 1.94 0.25 0.45  -0.408
C3 2.79 0.63 1.72  -0.087
C4 0.54 -0.09 0.94  -0.271
O1 -0.46 0.54 0.75  0.062
H1 3.05 1.55 -0.88  0.110
H2 1.27 1.26 -1.36  0.067
H3 1.73 2.35 -0.02  0.072
H4 2.35 -0.68 0.01  0.138
H5 3.74 1.30 1.42  0.121
H6 2.16 1.17 2.49  0.088
H7 3.10 -0.41 2.12  0.090
H8 0.43 -0.99 1.59  0.123
O2 -3.83 0.03 -3.89  -0.067
H9 -3.36 0.88 -3.81  0.041
H10 -4.48 0.18 -4.57  0.026
O3 -1.85 -2.49 1.37  -0.058
H11 -1.88 -1.57 1.08  0.018
H12 -2.21 -2.90 0.59  0.027

=====

Model C:
Here is a cluster of 4 separate species, C4H12O3 in total from OMol25. Energies are from ωB97M-V/def2-TZVPD.

As for the structure (SMILES): C=CC=C.O.O.O. The LUMO energy is 0.02163 Eh. Its spin multiplicity is 1. The value obtained for the HOMO-LUMO gap is 9.693 eV.

Each line ends with the Löwdin charge.
Geometry (Å):
C1 -3.35 2.70 0.60  -0.013
C2 -2.40 3.00 -0.31  -0.225
C3 -1.02 2.64 -0.27  -0.238
C4 -0.28 1.84 -1.08  0.001
H1 -3.44 1.80 1.29  0.077
H2 -4.36 3.02 0.65  0.020
H3 -2.77 3.61 -1.23  0.136
H4 -0.51 3.34 0.40  0.105
H5 0.68 1.37 -0.75  0.061
H6 -0.74 1.27 -1.96  0.078
O1 0.65 -2.47 1.28  0.022
H7 0.93 -3.19 0.81  -0.041
H8 0.06 -2.84 1.83  -0.037
O2 4.73 -1.42 0.80  -0.113
H9 3.99 -0.86 1.15  0.048
H10 5.52 -0.79 0.83  0.063
O3 0.70 -4.02 -1.04  -0.035
H11 1.32 -4.14 -1.81  0.083
H12 0.29 -4.84 -1.17  0.010

=====

Model D:
Here is a cluster of 2 separate species, C4H12O3 in total from OMol25. Energies are from ωB97M-V/def2-TZVPD.

As for the structure (SMILES): C[C@H](O)CCO.O. The LUMO energy is 0.02871 Eh. Its spin multiplicity is 1. The value obtained for the HOMO-LUMO gap is 10.672 eV.

Each line ends with the Löwdin charge.
Geometry (Å):
C1 0.79 2.05 0.16  -0.019
C2 0.43 0.55 0.15  -0.441
O1 1.06 -0.06 -0.91  -0.097
C3 -1.15 0.49 -0.05  -0.150
C4 -1.73 -0.92 0.10  -0.262
O2 -1.27 -1.78 -0.95  -0.125
H1 1.18 2.26 1.07  0.034
H2 -0.15 2.68 -0.02  0.101
H3 1.37 2.16 -0.75  0.081
H4 0.70 0.13 1.07  0.114
H5 0.51 0.04 -1.78  0.182
H6 -1.73 1.20 0.47  0.092
H7 -1.40 0.88 -1.04  0.117
H8 -1.32 -1.40 1.12  0.152
H9 -2.85 -1.01 0.16  0.124
H10 -0.28 -2.04 -0.80  0.117
O3 1.76 -2.09 0.69  -0.049
H11 1.83 -1.48 -0.06  0.008
H12 2.25 -1.65 1.37  0.022

=====

Of them, the most stable is model B and the least stable is model A.

=====

Model A:
Here is a cluster of 2 separate species, C4H12O3 in total from OMol25. Energies are from ωB97M-V/def2-TZVPD.

As for the structure (SMILES): OCCCCO.O. The LUMO energy is 0.01393 Eh. Its spin multiplicity is 1. The value obtained for the HOMO-LUMO gap is 10.604 eV.

Each line ends with the Löwdin charge.
Geometry (Å):
O1 -2.05 -0.19 1.11  -0.086
C1 -1.39 1.05 0.84  -0.241
C2 -1.03 1.23 -0.66  -0.170
C3 0.42 0.85 -0.95  -0.190
C4 0.84 -0.59 -1.24  -0.272
O2 2.18 -0.86 -0.85  -0.080
H1 -1.71 -0.87 0.51  0.055
H2 -2.11 1.84 1.04  0.110
H3 -0.50 1.08 1.46  0.106
H4 -1.76 0.61 -1.18  0.116
H5 -1.29 2.24 -0.97  0.103
H6 1.20 1.21 -0.27  0.118
H7 0.71 1.52 -1.78  0.107
H8 0.60 -1.07 -2.19  0.118
H9 0.21 -1.20 -0.59  0.084
H10 2.14 -1.27 0.04  0.050
O3 1.26 -1.45 1.86  -0.049
H11 0.41 -1.92 2.01  0.059
H12 1.86 -2.21 1.82  0.061

=====

Model B:
Here is a cluster of 3 separate species, C4H12O3 in total from OMol25. Energies are from ωB97M-V/def2-TZVPD.

As for the structure (SMILES): C/C=C(/C)O.O.O. The LUMO energy is 0.01430 Eh. Its spin multiplicity is 1. The value obtained for the HOMO-LUMO gap is 9.153 eV.

Each line ends with the Löwdin charge.
Geometry (Å):
C1 -0.01 3.18 -1.26  -0.094
C2 -0.33 1.59 -1.20  -0.060
C3 -0.19 0.69 -0.05  -0.280
C4 -1.14 -0.49 0.31  -0.023
O1 0.52 1.18 1.13  -0.040
H1 0.16 3.41 -0.17  0.057
H2 -0.86 3.84 -1.54  0.069
H3 0.97 3.44 -1.74  0.065
H4 -0.51 1.10 -2.13  0.059
H5 -1.57 -0.24 1.26  0.077
H6 -0.64 -1.34 0.36  -0.022
H7 -2.08 -0.54 -0.37  0.122
H8 1.27 1.67 0.77  0.071
O2 -0.47 -4.24 1.46  -0.052
H9 0.18 -3.60 1.08  0.015
H10 -1.02 -3.72 1.99  -0.009
O3 1.63 -2.35 -0.02  -0.077
H11 1.56 -1.31 -0.17  0.097
H12 2.53 -2.27 0.26  0.024

=====

Model C:
Here is a cluster of 3 separate species, C4H12O3 in total from OMol25. Energies are from ωB97M-V/def2-TZVPD.

As for the structure (SMILES): C/C=C(/C)O.O.O. The LUMO energy is 0.01842 Eh. Its spin multiplicity is 1. The value obtained for the HOMO-LUMO gap is 9.296 eV.

Each line ends with the Löwdin charge.
Geometry (Å):
C1 0.04 3.06 -1.12  -0.102
C2 -0.54 1.69 -1.00  -0.122
C3 -0.41 0.85 0.03  -0.405
C4 -1.14 -0.45 0.16  -0.022
O1 0.45 1.07 1.08  0.032
H1 0.56 3.56 -0.29  0.073
H2 -0.76 3.73 -1.41  0.066
H3 0.71 3.15 -1.98  0.074
H4 -1.29 1.40 -1.73  0.103
H5 -1.78 -0.45 1.05  0.097
H6 -0.42 -1.27 0.25  0.049
H7 -1.78 -0.60 -0.69  0.078
H8 0.86 1.94 0.96  0.087
O2 -0.23 -4.29 1.57  -0.068
H9 0.56 -3.74 1.47  0.001
H10 -0.95 -3.67 1.37  0.026
O3 1.76 -2.30 0.14  -0.054
H11 1.63 -1.36 -0.08  0.034
H12 2.72 -2.31 0.22  0.052

=====

Of them, the most stable is model C and the least stable is model B.

=====

Model A:
Here is a cluster of 2 separate species, C4H12O3 in total from OMol25. Energies are from ωB97M-V/def2-TZVPD.

As for the structure (SMILES): OCCCCO.O. The LUMO energy is 0.01844 Eh. Its spin multiplicity is 1. The value obtained for the HOMO-LUMO gap is 10.296 eV.

Each line ends with the Löwdin charge.
Geometry (Å):
O1 0.11 -0.82 2.60  -0.069
C1 0.10 -0.35 1.34  -0.350
C2 -0.81 0.95 1.06  -0.160
C3 -1.14 1.06 -0.45  -0.205
C4 0.11 0.84 -1.21  -0.322
O2 1.14 1.68 -0.71  -0.058
H1 1.01 -0.97 2.98  0.124
H2 1.18 -0.20 0.99  0.121
H3 -0.43 -1.20 0.64  0.143
H4 -0.05 1.77 1.38  0.130
H5 -1.62 0.73 1.87  0.135
H6 -1.68 2.02 -0.62  0.118
H7 -1.90 0.29 -0.80  0.129
H8 -0.03 0.92 -2.32  0.134
H9 0.46 -0.24 -1.21  0.088
H10 1.91 1.19 -0.45  0.076
O3 0.26 -2.68 -2.25  -0.057
H11 0.22 -1.78 -1.85  0.004
H12 -0.64 -2.95 -2.12  0.019

=====

Model B:
Here is a cluster of 4 separate species, C4H12O3 in total from OMol25. Energies are from ωB97M-V/def2-TZVPD.

As for the structure (SMILES): C=CC=C.O.O.O. The LUMO energy is 0.02099 Eh. Its spin multiplicity is 1. The value obtained for the HOMO-LUMO gap is 9.832 eV.

Each line ends with the Löwdin charge.
Geometry (Å):
C1 2.48 -2.87 1.02  -0.003
C2 2.64 -1.55 1.05  -0.210
C3 1.88 -0.60 1.89  -0.186
C4 2.29 0.65 1.95  -0.011
H1 1.59 -3.37 1.41  0.061
H2 3.17 -3.53 0.52  0.050
H3 3.60 -1.19 0.70  0.094
H4 1.16 -1.10 2.52  0.101
H5 1.94 1.40 2.66  0.061
H6 3.19 0.99 1.46  0.052
O1 -4.49 3.31 -1.52  -0.063
H7 -4.68 2.64 -0.86  0.027
H8 -4.07 2.89 -2.28  0.026
O2 -0.38 0.97 -1.31  -0.055
H9 -0.18 0.14 -1.74  0.034
H10 0.41 1.40 -1.00  0.030
O3 -3.75 -0.22 -1.91  -0.057
H11 -2.94 0.26 -1.70  0.016
H12 -3.85 -0.23 -2.86  0.033

=====

Model C:
Here is a cluster of 2 separate species, C4H12O3 in total from OMol25. Energies are from ωB97M-V/def2-TZVPD.

As for the structure (SMILES): OCCCCO.O. The LUMO energy is 0.01062 Eh. Its spin multiplicity is 1. The value obtained for the HOMO-LUMO gap is 9.955 eV.

Each line ends with the Löwdin charge.
Geometry (Å):
O1 -0.78 -0.03 -2.14  -0.117
C1 -1.30 -0.12 -0.74  -0.187
C2 -0.87 1.14 0.19  -0.190
C3 -1.06 0.78 1.68  -0.175
C4 0.30 0.27 2.30  -0.184
O2 0.89 -0.96 1.67  -0.111
H1 0.16 -0.26 -2.02  0.021
H2 -2.36 0.18 -0.90  0.123
H3 -0.83 -0.97 -0.16  0.112
H4 0.15 1.59 -0.01  0.119
H5 -1.54 1.92 -0.17  0.088
H6 -1.77 -0.01 1.84  0.101
H7 -1.25 1.66 2.26  0.097
H8 0.16 0.04 3.32  0.088
H9 1.12 1.00 2.29  0.110
H10 1.13 -0.97 0.75  0.042
O3 2.09 -0.85 -2.48  -0.062
H11 2.22 -1.69 -2.04  0.045
H12 2.78 -0.20 -2.17  0.083

=====

Of them, the most stable is model B and the least stable is model A.